The following is a DFT calculation (the ωB97M-V functional and the def2-TZVPD basis) of a structure of composition C18H43F6NO6RhS2Si2 at a distorted geometry.

Geometry (Å):
O (0.9873, 3.8689, 0.8736)
O (1.7896, 4.5923, -1.4052)
C (-0.2563, 4.6909, 1.2530)
C (-0.6853, 4.2759, 2.6316)
H (-0.9755, 4.4349, 0.4702)
H (0.0488, 5.7403, 1.1769)
H (-0.9386, 3.2082, 2.6871)
H (-1.5858, 4.8414, 2.8947)
H (0.0751, 4.5201, 3.3840)
C (2.2350, 4.0920, 1.7099)
C (2.6313, 5.5400, 1.7019)
H (2.9754, 3.4253, 1.2532)
H (1.9729, 3.7184, 2.7009)
H (2.6982, 5.9355, 0.6774)
H (3.6160, 5.6147, 2.1779)
H (1.9341, 6.1485, 2.2938)
C (2.9439, 3.9764, -2.0433)
C (1.0147, 5.4821, -2.2525)
C (4.2212, 4.6871, -1.6806)
H (2.7678, 4.0057, -3.1286)
H (2.9566, 2.9257, -1.7264)
H (4.2119, 5.7112, -2.0681)
H (5.0560, 4.1545, -2.1450)
H (4.3895, 4.7188, -0.5971)
C (1.6818, 6.8246, -2.4347)
H (0.0312, 5.5751, -1.7767)
H (0.8732, 4.9791, -3.2216)
H (2.0462, 7.2460, -1.4895)
H (0.9469, 7.5147, -2.8583)
H (2.5188, 6.7488, -3.1353)
H (1.2500, 4.0889, -0.1083)
Rh (0.1057, 0.2562, -0.0661)
C (-0.4027, 1.8310, -1.0625)
Si (-1.4754, 1.5296, -2.6228)
H (-0.9532, 2.4626, -0.3410)
H (0.5244, 2.3582, -1.3507)
C (-2.5229, 3.0932, -2.6591)
C (-2.6315, 0.0944, -2.8463)
C (-0.3059, 1.5103, -4.0802)
C (0.6188, 0.6262, 1.8438)
Si (2.3249, -0.1040, 2.2456)
H (-0.2076, 0.1360, 2.4001)
H (0.5710, 1.7025, 2.1001)
C (3.1097, 0.9825, 3.5858)
C (3.3545, 0.0283, 0.6897)
C (2.4149, -1.8482, 2.9090)
H (0.5618, 2.1538, -3.8944)
H (-0.8343, 1.8817, -4.9692)
H (0.0411, 0.4899, -4.2875)
H (-3.0614, 3.2030, -1.7090)
H (-3.2579, 3.0389, -3.4715)
H (-1.8892, 3.9761, -2.8120)
H (-3.2427, -0.1101, -1.9639)
H (-2.1036, -0.8296, -3.1097)
H (-3.3236, 0.3312, -3.6702)
H (4.0706, 0.8537, 0.8001)
H (2.7315, 0.2061, -0.2029)
H (3.9052, -0.9108, 0.5499)
H (3.4751, -2.0575, 3.1256)
H (2.0471, -2.5929, 2.1903)
H (1.8537, -1.9611, 3.8464)
H (3.9909, 0.4616, 3.9885)
H (2.4063, 1.1574, 4.4119)
H (3.4294, 1.9531, 3.1834)
F (2.1136, -4.3512, -0.9583)
C (0.8816, -4.3744, -0.4023)
F (0.1621, -5.3757, -0.9411)
F (1.0128, -4.5767, 0.9262)
S (0.0688, -2.7303, -0.6956)
O (1.0164, -1.8197, -0.0133)
O (-0.1807, -2.4972, -2.0945)
N (-1.2154, -3.0207, 0.2156)
S (-2.4195, -1.9898, 0.0189)
O (-2.0215, -0.6237, 0.4051)
O (-3.2027, -2.1630, -1.1783)
C (-3.5501, -2.4995, 1.3858)
F (-4.1239, -3.6997, 1.1752)
F (-2.9099, -2.5085, 2.5720)
F (-4.5204, -1.5481, 1.4125)

Its calculated total energy is -89865.9335 eV. As for the relative energy (zero: lowest compared OMol25 entry of this formula, charge and spin): 0.0 kcal/mol. The value obtained for the HOMO-LUMO gap (alpha / beta) is 0.2875 / 0.2755 hartree. The expectation value of S² is 6.0062. The spin multiplicity is 5. The total charge is +1.